{"formula": "C69H146F9N7O8S2", "method": "wB97M-V/def2-TZVPD", "energy_ha": -5394.41564, "charge": 4, "fmax_ev_per_a": 12.18, "lumo_ev": -8.76, "gap_ev": 0.6, "symbols": ["C", "C", "C", "N", "C", "C", "C", "C", "C", "C", "H", "H", "H", "H", "H", "H", "H", "H", "H", "H", "H", "H", "H", "H", "H", "H", "H", "H", "H", "H", "C", "C", "C", "N", "C", "C", "C", "C", "C", "C", "H", "H", "H", "H", "H", "H", "H", "H", "H", "H", "H", "H", "H", "H", "H", "H", "H", "H", "H", "H", "C", "C", "C", "N", "C", "C", "C", "C", "C", "C", "H", "H", "H", "H", "H", "H", "H", "H", "H", "H", "H", "H", "H", "H", "H", "H", "H", "H", "H", "H", "C", "C", "C", "N", "C", "C", "C", "C", "C", "C", "H", "H", "H", "H", "H", "H", "H", "H", "H", "H", "H", "H", "H", "H", "H", "H", "H", "H", "H", "H", "C", "C", "C", "N", "C", "C", "C", "C", "C", "C", "H", "H", "H", "H", "H", "H", "H", "H", "H", "H", "H", "H", "H", "H", "H", "H", "H", "H", "H", "H", "C", "C", "C", "N", "C", "C", "C", "C", "C", "C", "H", "H", "H", "H", "H", "H", "H", "H", "H", "H", "H", "H", "H", "H", "H", "H", "H", "H", "H", "H", "C", "C", "C", "N", "C", "C", "C", "C", "C", "C", "H", "H", "H", "H", "H", "H", "H", "H", "H", "H", "H", "H", "H", "H", "H", "H", "H", "H", "H", "H", "C", "O", "O", "C", "F", "F", "F", "C", "C", "H", "H", "H", "H", "H", "H", "C", "F", "F", "F", "S", "O", "O", "O", "C", "F", "F", "F", "S", "O", "O", "O"], "positions_angstrom": [[2.44739, 0.60366, -4.89510], [1.48116, 1.70061, -4.58186], [1.89760, 2.90732, -5.52438], [1.11101, 4.15283, -5.34228], [1.74600, 5.30465, -6.11168], [1.21922, 6.67331, -5.74875], [1.41837, 6.98032, -4.24083], [0.66190, 5.86006, -3.43396], [1.20292, 4.50479, -3.84307], [-0.30779, 4.05745, -5.83600], [3.43204, 1.02095, -4.81270], [2.53559, 0.09678, -5.82027], [2.48069, -0.17197, -4.15352], [1.65976, 2.04279, -3.56448], [0.36939, 1.39629, -4.69673], [1.84118, 2.68280, -6.60739], [2.90420, 3.16184, -5.15047], [2.76175, 5.18039, -5.82570], [1.65944, 5.02545, -7.13395], [1.70605, 7.39019, -6.38444], [0.17295, 6.76720, -5.92392], [2.51147, 7.00085, -4.01880], [0.99390, 7.93773, -4.09382], [0.78292, 6.04297, -2.38906], [-0.34276, 6.01802, -3.70223], [2.29552, 4.46413, -3.59221], [0.74558, 3.65819, -3.32950], [-0.92342, 3.40706, -5.20388], [-0.27998, 3.84473, -6.87571], [-0.73432, 5.06372, -5.75138], [0.38423, -7.09149, 5.77337], [1.14796, -8.52657, 4.97697], [-0.22817, -8.16800, 4.75201], [-2.36080, -11.64705, 3.66623], [-1.46320, -12.29799, 4.52616], [-1.80831, -13.54802, 5.47619], [-0.90596, -14.52040, 6.10790], [-4.45653, -10.29056, 3.70217], [-3.34827, -11.27319, 4.30066], [-1.70971, -11.19589, 2.43718], [1.51046, -7.19848, 6.01829], [0.23547, -7.34205, 6.92641], [0.54264, -6.20899, 5.22519], [1.42155, -9.33106, 5.64816], [1.86869, -8.35194, 4.17061], [-0.58412, -7.66545, 3.82633], [-1.08884, -8.58007, 5.24602], [-0.65622, -11.59773, 4.68140], [-0.90106, -13.13533, 3.99593], [4.44951, -10.44517, 7.07950], [-2.89225, -13.77049, 5.57598], [-1.31559, -15.19222, 6.62749], [-0.01873, -14.61448, 5.67683], [-5.04563, -10.29233, 4.67208], [-5.01358, -10.94895, 3.04138], [-3.53327, -11.89474, 5.21966], [-4.09394, -9.26586, 3.40404], [-2.16090, -11.72988, 1.59863], [-0.64091, -11.22031, 2.47919], [-2.08919, -10.17590, 2.44594], [-3.01530, 3.26039, 7.26104], [-3.38555, 4.93742, 9.21483], [-3.16892, 4.56840, 7.88274], [3.25471, 5.52631, 16.80389], [4.01124, 6.68426, 16.64376], [2.92089, 8.02534, 16.11555], [1.52599, 7.30059, 16.28408], [1.36019, 6.83436, 17.79446], [1.81268, 5.84792, 16.90111], [3.34186, 4.82263, 15.49252], [-3.84764, 2.99279, 6.59862], [-2.71559, 2.47039, 8.06179], [-2.17997, 3.34930, 6.43058], [-3.58861, 4.19786, 9.93234], [-3.45265, 6.03343, 9.44848], [-3.13204, 5.30456, 7.01091], [-2.41533, 4.90926, 8.79828], [4.81977, 6.71907, 15.90830], [4.45934, 7.07011, 17.63196], [3.37804, 8.47071, 15.10633], [3.11398, 8.81705, 16.87436], [0.57383, 7.69012, 15.67556], [-5.03190, 12.54022, 11.88909], [18.24988, 0.30545, 10.76121], [1.69936, 7.28462, 18.75480], [0.28568, 6.41084, 17.89712], [1.05901, 5.21880, 16.33036], [2.39151, 4.27009, 15.52148], [4.13758, 4.06268, 15.20594], [3.32470, 5.59452, 14.74250], [-1.51829, 0.11798, -6.82899], [-2.78288, 0.12759, -5.96440], [-2.56529, -0.62871, -4.75061], [-3.84149, -0.96520, -4.00774], [-3.36512, -1.58648, -2.69431], [-4.48296, -2.18071, -1.85134], [-5.35855, -3.17728, -2.71245], [-5.76346, -2.49305, -3.98239], [-4.64756, -2.01857, -4.84389], [-4.66886, 0.19473, -3.75973], [-1.39883, -0.79281, -7.36866], [-0.60189, 0.29626, -6.29394], [-1.56883, 0.83066, -7.63115], [-3.62388, -0.26636, -6.49248], [-3.10329, 1.12808, -5.63500], [-2.01402, -0.10863, -4.01349], [-2.09225, -1.57297, -5.06563], [-2.65893, -2.34411, -2.96295], [-2.85349, -0.74107, -2.18148], [-4.04196, -2.74551, -1.02736], [-5.19329, -1.40371, -1.43925], [-4.82312, -4.06373, -2.92476], [-6.27432, -3.46021, -2.18487], [-6.29908, -3.23636, -4.60509], [-6.35145, -1.59693, -3.70640], [-3.94762, -2.76444, -5.11457], [-4.97764, -1.47137, -5.71252], [-5.26140, 0.39191, -4.65846], [-3.97235, 1.05238, -3.62732], [-5.33921, -0.03136, -2.90187], [10.71012, -0.47936, 1.06190], [9.91853, 0.52825, 0.17052], [9.47815, 1.68468, 1.04177], [8.43496, 2.63796, 0.41306], [8.76966, 3.10431, -1.00532], [7.82024, 4.17412, -1.49497], [8.00847, 5.38296, -0.61449], [7.67719, 4.95286, 0.84744], [8.46239, 3.76718, 1.43598], [7.04979, 2.01305, 0.43860], [11.11531, -1.21525, 0.44785], [9.96185, -0.88832, 1.75775], [11.48401, -0.02680, 1.70938], [9.05601, 0.07635, -0.33655], [10.59898, 0.83807, -0.63448], [10.25134, 2.37734, 1.28015], [9.00008, 1.39153, 1.98514], [9.77740, 3.47927, -0.99884], [8.72489, 2.22569, -1.61948], [8.16251, 4.47960, -2.48046], [6.82983, 3.78906, -1.58374], [9.09168, 5.79264, -0.63560], [7.39176, 6.20793, -1.02644], [7.90742, 5.85627, 1.47080], [6.62619, 4.78610, 0.97083], [9.48919, 4.04218, 1.43921], [8.19929, 3.37498, 2.43254], [6.22276, 2.65346, 0.16609], [6.91371, 1.71106, 1.49200], [6.97048, 1.10085, -0.12519], [-7.50605, 5.12670, 1.86122], [-6.54653, 6.25355, 1.55327], [-6.30257, 6.32972, 0.04639], [-5.48129, 7.53130, -0.45880], [-4.17665, 7.57395, 0.39023], [-3.12974, 8.45214, -0.22824], [-2.93197, 8.05440, -1.68386], [-4.22710, 8.15151, -2.43007], [-5.26240, 7.25766, -1.95143], [-6.21515, 8.77480, -0.30802], [-7.04399, 4.17857, 1.68505], [-8.41518, 5.15880, 1.21901], [-7.79968, 5.23867, 2.88093], [-5.61459, 6.25489, 2.08519], [-6.97404, 7.16728, 1.94515], [-7.27248, 6.32425, -0.44003], [-5.83124, 5.48938, -0.35535], [-3.81344, 6.56033, 0.47998], [-4.47823, 7.95318, 1.39810], [-2.17455, 8.35667, 0.30206], [-3.36286, 9.48196, -0.18168], [-2.58508, 6.98939, -1.76523], [-2.18639, 8.74180, -2.13021], [-4.10845, 7.95647, -3.51325], [-4.51567, 9.21824, -2.52467], [-4.89702, 6.26575, -2.00224], [-6.25205, 7.36732, -2.39450], [-7.24321, 8.58684, -0.68496], [-5.81537, 9.49884, -0.94101], [-6.23923, 9.12453, 0.77816], [-0.28409, -5.05342, -9.21112], [-0.96254, -6.33712, -8.86841], [0.04971, -7.22819, -8.20041], [-0.43533, -8.58952, -7.63772], [0.48061, -9.13755, -6.62357], [-0.10448, -10.41837, -5.98280], [-1.37619, -10.10782, -5.24572], [-2.36354, -9.55660, -6.24591], [-1.84610, -8.43169, -7.04301], [-0.55821, -9.60760, -8.74519], [-0.92387, -4.41896, -9.86586], [0.58197, -5.19540, -9.81920], [0.21047, -4.51299, -8.36125], [-1.26051, -6.86184, -9.79438], [-1.76210, -6.07730, -8.14141], [0.41331, -6.81285, -7.24262], [0.91005, -7.40696, -8.93052], [0.60854, -8.48236, -5.81861], [1.44873, -9.43043, -7.05871], [0.71173, -10.83344, -5.38507], [-0.31856, -11.10196, -6.78899], [-1.20234, -9.43767, -4.37982], [-1.89171, -11.01879, -4.90255], [-3.25568, -9.15259, -5.77820], [-2.76733, -10.39552, -6.85671], [-1.65782, -7.68360, -6.28361], [-2.40776, -7.95778, -7.87961], [-1.09407, -10.53029, -8.50136], [0.41586, -9.85790, -9.21501], [-1.13651, -9.15427, -9.58319], [-1.04760, 2.74624, -0.49597], [-0.96316, 1.50488, -0.89979], [-1.33249, 3.47903, -1.37647], [-3.82599, 2.23259, 0.96961], [-4.51327, 3.21284, 1.27174], [-4.56000, 1.28375, 0.40635], [-3.06898, 1.77221, 1.96147], [-0.27893, 0.51421, -0.11589], [0.53069, -0.35027, -1.22578], [1.30319, -0.93055, -0.74241], [-0.07569, -0.86249, -1.99705], [1.02583, 0.45915, -1.71529], [-1.05249, -0.02339, 0.33496], [0.22868, 1.05957, 0.68382], [-0.87921, 2.88862, 0.62608], [3.46296, 2.24639, 0.61934], [4.25210, 1.35642, 0.02872], [2.56195, 1.57444, 1.33896], [4.24938, 2.94348, 1.46259], [2.55429, 3.33946, -0.62936], [1.88561, 2.40776, -1.48742], [1.64268, 4.12415, 0.15275], [3.71424, 4.05700, -1.17651], [0.10583, -3.87792, -4.09305], [-0.13678, -2.56606, -3.90831], [1.25268, -3.94049, -4.76373], [0.15478, -4.48854, -2.92154], [-1.34386, -4.39429, -5.18199], [-1.06549, -5.78764, -5.53681], [-2.49891, -4.24705, -4.32078], [-1.29673, -3.44368, -6.23513]]}